{"formula": "C5H4CdO2", "method": "ωB97M-V with the def2-TZVPD basis set", "species": ["O", "C", "C", "C", "C", "H", "H", "H", "C", "O", "Cd", "H"], "xyz": [[-1.43, -1.40, 0.01], [-0.76, -1.84, -0.85], [0.59, -1.94, -1.18], [0.99, -2.35, -2.44], [0.50, -3.17, -3.43], [1.29, -1.56, -0.44], [0.50, -4.25, -3.23], [0.66, -2.92, -4.48], [-1.83, -2.75, -3.64], [-2.22, -2.73, -2.38], [-3.38, -4.06, -3.85], [-1.58, -1.73, -4.01]], "mulliken_spin": [-0.021, 0.005, -0.015, 0.057, -0.030, 0.001, 0.001, 0.002, 0.170, 0.078, 0.737, 0.015], "spin_multiplicity": 2, "homo_lumo_gap_ev": [5.515, 7.315], "e_above_lowest_kcal_mol": 50.1, "total_charge": 1, "lumo_ev": [-6.03, -5.94]}

---

{"formula": "C35H105N21O14", "method": "ωB97M-V with the def2-TZVPD basis set", "species": ["C", "O", "N", "N", "H", "H", "H", "H", "C", "O", "N", "N", "H", "H", "H", "H", "C", "O", "N", "N", "H", "H", "H", "H", "C", "O", "N", "N", "H", "H", "H", "H", "C", "O", "N", "N", "H", "H", "H", "H", "C", "O", "N", "N", "H", "H", "H", "H", "C", "O", "N", "N", "H", "H", "H", "H", "C", "C", "C", "O", "C", "N", "H", "H", "H", "H", "H", "H", "H", "H", "H", "H", "H", "C", "C", "C", "O", "C", "N", "H", "H", "H", "H", "H", "H", "H", "H", "H", "H", "H", "C", "C", "C", "O", "C", "N", "H", "H", "H", "H", "H", "H", "H", "H", "H", "H", "H", "C", "C", "C", "O", "C", "N", "H", "H", "H", "H", "H", "H", "H", "H", "H", "H", "H", "C", "C", "C", "O", "C", "N", "H", "H", "H", "H", "H", "H", "H", "H", "H", "H", "H", "C", "C", "C", "O", "C", "N", "H", "H", "H", "H", "H", "H", "H", "H", "H", "H", "H", "C", "C", "C", "O", "C", "N", "H", "H", "H", "H", "H", "H", "H", "H", "H", "H", "H"], "xyz": [[0.42, -3.74, 4.77], [0.01, -4.81, 5.21], [-0.37, -2.69, 4.58], [1.65, -3.57, 4.26], [-0.03, -2.00, 3.93], [-1.33, -2.69, 4.87], [2.04, -2.64, 4.29], [2.21, -4.40, 4.17], [-0.97, 3.67, -3.69], [-0.38, 3.88, -2.65], [-1.62, 4.58, -4.43], [-1.28, 2.46, -4.12], [-2.16, 4.16, -5.16], [-1.46, 5.57, -4.36], [-0.98, 1.64, -3.60], [-1.87, 2.33, -4.92], [-0.12, -5.36, -2.35], [-0.02, -4.34, -1.68], [-1.10, -6.18, -2.22], [0.81, -5.80, -3.23], [-1.08, -6.98, -2.84], [-1.71, -6.15, -1.42], [0.63, -6.61, -3.80], [1.65, -5.25, -3.36], [4.58, -0.96, -2.34], [4.91, -2.14, -2.52], [5.29, 0.12, -2.67], [3.53, -0.64, -1.63], [4.93, 1.03, -2.42], [6.22, -0.01, -3.04], [2.80, -1.28, -1.35], [3.36, 0.33, -1.43], [-1.94, -1.00, -4.18], [-0.74, -1.00, -3.95], [-2.36, -0.89, -5.41], [-2.96, -1.24, -3.33], [-1.67, -0.69, -6.12], [-3.25, -1.00, -5.88], [-3.85, -1.42, -3.76], [-2.83, -1.29, -2.33], [5.09, -2.33, 2.83], [5.27, -1.42, 3.60], [4.12, -2.33, 1.89], [5.75, -3.45, 2.80], [4.18, -3.01, 1.14], [3.54, -1.51, 1.89], [5.52, -4.20, 2.17], [6.51, -3.61, 3.44], [0.31, 2.66, 3.56], [0.37, 2.88, 4.76], [1.01, 1.74, 2.90], [-0.59, 3.27, 2.79], [0.76, 1.67, 1.93], [1.42, 0.99, 3.45], [-0.64, 3.07, 1.80], [-1.07, 4.05, 3.20], [-6.06, -2.71, 3.98], [-5.09, -2.92, 2.83], [-3.61, -2.84, 3.23], [-3.22, -1.58, 3.74], [-2.92, -0.72, 2.61], [-5.50, -4.18, 2.27], [-5.91, -1.76, 4.48], [-5.94, -3.47, 4.75], [-7.13, -2.68, 3.76], [-5.23, -2.18, 2.04], [-2.88, -3.23, 2.52], [-3.45, -3.48, 4.11], [-3.86, -0.19, 2.44], [-2.61, -1.19, 1.68], [-2.21, -0.02, 3.05], [-5.06, -4.43, 1.39], [-6.50, -4.11, 2.29], [-0.02, -1.88, 0.63], [-0.32, -0.98, -0.56], [-0.17, 0.51, -0.32], [-1.13, 1.18, 0.48], [-2.43, 1.35, -0.05], [0.67, -1.48, -1.49], [1.04, -1.73, 0.82], [-0.07, -2.94, 0.40], [-0.60, -1.71, 1.54], [-1.25, -1.23, -1.08], [-0.17, 0.98, -1.31], [0.74, 0.61, 0.27], [-2.38, 1.74, -1.07], [-3.05, 2.14, 0.38], [-2.94, 0.39, -0.13], [0.54, -1.13, -2.44], [0.64, -2.49, -1.56], [-3.49, 2.12, 4.23], [-3.82, 3.40, 4.97], [-4.24, 3.31, 6.41], [-4.48, 4.55, 7.09], [-4.57, 4.30, 8.48], [-2.73, 4.37, 4.95], [-2.42, 1.96, 4.40], [-3.60, 2.26, 3.16], [-4.03, 1.23, 4.57], [-4.65, 3.80, 4.37], [-3.48, 2.74, 6.95], [-5.19, 2.77, 6.40], [-3.58, 4.25, 8.94], [-5.07, 3.36, 8.75], [-5.00, 5.23, 8.85], [-1.93, 3.94, 5.40], [-3.06, 5.14, 5.52], [-4.88, 2.73, -3.43], [-5.83, 3.55, -2.46], [-6.38, 4.90, -3.02], [-6.91, 5.73, -1.99], [-8.19, 5.37, -1.56], [-6.74, 2.53, -1.96], [-4.32, 1.90, -3.00], [-4.16, 3.51, -3.68], [-5.38, 2.34, -4.32], [-5.21, 3.85, -1.61], [-7.10, 4.63, -3.79], [-5.53, 5.46, -3.39], [-8.42, 6.22, -0.91], [-8.02, 4.49, -0.97], [-8.95, 5.37, -2.35], [-7.43, 3.11, -1.52], [-7.30, 2.05, -2.66], [5.17, 2.76, -7.87], [4.62, 2.41, -6.48], [3.27, 1.67, -6.33], [3.04, 1.33, -5.00], [1.93, 0.49, -4.79], [5.74, 1.82, -5.67], [4.75, 3.67, -8.27], [4.96, 1.91, -8.52], [6.26, 2.85, -7.83], [4.50, 3.36, -5.94], [3.21, 0.76, -6.93], [2.51, 2.30, -6.81], [2.13, -0.27, -5.55], [0.97, 0.95, -5.04], [1.92, 0.14, -3.76], [5.40, 1.65, -4.73], [5.91, 0.87, -6.00], [4.54, 4.34, -0.03], [4.65, 2.91, -0.51], [5.01, 2.03, 0.73], [6.01, 2.67, 1.59], [6.14, 2.14, 2.92], [3.42, 2.45, -1.10], [5.47, 4.69, 0.42], [3.60, 4.60, 0.46], [4.46, 5.01, -0.89], [5.50, 2.90, -1.20], [5.35, 1.05, 0.38], [4.14, 1.84, 1.35], [5.94, 1.07, 2.80], [5.45, 2.69, 3.56], [7.16, 2.15, 3.31], [2.82, 2.63, -0.29], [3.15, 3.10, -1.83], [1.91, -5.26, 0.94], [2.96, -6.20, 1.61], [4.08, -6.44, 0.60], [4.85, -5.22, 0.38], [5.70, -5.23, -0.78], [3.49, -5.68, 2.87], [1.31, -4.64, 1.61], [1.25, -5.74, 0.22], [2.46, -4.56, 0.31], [2.55, -7.16, 1.92], [3.49, -6.71, -0.28], [4.79, -7.15, 1.00], [6.57, -5.88, -0.82], [6.08, -4.21, -0.84], [5.16, -5.14, -1.72], [3.87, -6.38, 3.49], [4.08, -4.87, 2.77]], "mulliken_charge": [0.667, -0.708, -0.209, -0.212, -0.014, 0.178, 0.153, 0.128, 0.612, -0.625, -0.355, 0.036, 0.115, 0.230, -0.319, 0.268, 0.522, -0.649, -0.432, -0.430, 0.128, 0.237, 0.140, 0.218, 0.520, -0.797, -0.050, 0.933, -0.143, 0.235, -0.281, -0.341, 0.547, -0.536, -0.470, -0.211, 0.235, 0.140, 0.155, 0.079, 0.656, -0.712, 0.366, -0.260, -0.015, -0.133, 0.191, 0.209, 0.646, -0.737, -0.168, -0.147, -0.097, 0.178, -0.056, 0.256, -1.548, 0.926, -0.880, -0.468, -0.985, -0.671, 0.242, 0.366, 0.486, 0.072, 0.214, 0.559, 0.494, 0.713, -0.111, 0.227, 0.244, -0.663, 3.063, -0.123, 0.651, -0.689, 0.413, 0.045, 0.242, -0.557, -1.376, -0.069, -0.659, -0.099, 0.319, 0.179, -0.237, 0.250, -0.963, 0.286, -0.833, -0.373, -0.768, -0.638, 0.117, 0.137, 0.511, 0.210, 0.426, 0.376, 0.313, 0.325, 0.258, 0.213, 0.332, -0.856, 0.340, -0.690, -0.352, -0.739, -0.535, 0.273, 0.034, 0.441, 0.136, 0.366, 0.273, 0.229, 0.412, 0.272, 0.124, 0.294, -1.467, 0.469, -0.815, -0.049, -0.206, -0.717, 0.337, 0.339, 0.408, 0.178, 0.430, 0.329, 0.472, 0.234, -0.390, 0.217, 0.304, -1.702, 0.342, -0.405, -0.428, -0.359, -0.337, 0.411, 0.320, 0.484, 0.386, 0.269, 0.286, 0.008, 0.263, 0.254, -0.064, 0.184, -0.612, 0.194, -0.974, -0.245, -0.958, -0.560, -0.159, 0.287, 0.151, 0.558, 0.386, 0.484, 0.318, 0.284, 0.338, 0.210, -0.077], "homo_lumo_gap_ev": 8.393, "e_above_lowest_kcal_mol": 99.7, "lumo_ev": -0.27}

---

{"formula": "C41H46N7OPtSTe", "method": "ωB97M-V with the def2-TZVPD basis set", "species": ["Pt", "C", "C", "N", "N", "C", "N", "S", "C", "C", "C", "C", "C", "N", "H", "H", "H", "H", "H", "H", "H", "H", "H", "H", "C", "N", "C", "C", "N", "H", "H", "H", "H", "H", "H", "C", "C", "C", "C", "C", "C", "Te", "N", "C", "O", "C", "C", "C", "C", "C", "C", "C", "C", "C", "C", "C", "C", "C", "C", "C", "C", "H", "H", "H", "H", "H", "H", "H", "H", "H", "H", "H", "H", "H", "H", "H", "H", "H", "H", "H", "H", "H", "H", "H", "C", "C", "C", "C", "C", "C", "C", "H", "H", "H", "H", "H", "H", "H"], "xyz": [[-0.33, 1.21, -0.25], [-3.12, 1.82, -3.91], [-1.95, 1.68, -2.98], [-2.01, 1.87, -1.72], [-3.19, 2.32, -1.20], [-3.41, 2.31, 0.13], [-4.57, 2.80, 0.54], [-2.28, 1.74, 1.23], [-0.63, 1.26, -3.51], [-0.37, 1.25, -4.86], [0.87, 0.83, -5.31], [1.81, 0.43, -4.38], [1.48, 0.50, -3.03], [0.29, 0.91, -2.60], [-4.05, 1.53, -3.42], [-3.00, 1.16, -4.77], [-3.22, 2.84, -4.28], [-3.90, 2.66, -1.82], [-5.24, 3.23, -0.09], [-4.76, 2.85, 1.52], [-1.12, 1.57, -5.58], [1.10, 0.81, -6.37], [2.79, 0.09, -4.67], [2.19, 0.21, -2.28], [3.35, 2.02, 3.59], [1.89, 2.12, 3.70], [1.32, 2.75, 4.90], [1.10, 1.55, 2.82], [0.39, 1.03, 2.06], [3.78, 3.02, 3.63], [3.62, 1.55, 2.65], [3.74, 1.43, 4.42], [1.62, 3.80, 4.95], [1.68, 2.24, 5.79], [0.24, 2.69, 4.87], [-2.07, -7.86, 3.03], [-1.51, -6.54, 2.57], [-2.34, -5.48, 2.24], [-1.84, -4.25, 1.81], [-2.82, -3.13, 1.53], [-0.46, -4.16, 1.69], [0.43, -2.31, 0.76], [1.08, -0.35, -0.14], [2.37, -0.48, 0.18], [2.78, -1.59, 0.64], [3.39, 0.60, 0.02], [4.73, 0.24, 0.15], [5.72, 1.20, 0.06], [5.39, 2.53, -0.16], [4.05, 2.90, -0.30], [3.06, 1.94, -0.21], [0.48, -3.20, -1.15], [1.53, -4.10, -1.38], [1.65, -4.71, -2.61], [0.74, -4.42, -3.62], [-0.30, -3.53, -3.38], [-0.45, -2.90, -2.14], [-1.63, -1.98, -1.94], [0.44, -5.16, 2.07], [1.95, -5.04, 2.05], [-0.13, -6.36, 2.49], [-3.16, -7.87, 2.98], [-1.78, -8.06, 4.07], [-1.69, -8.68, 2.42], [-3.42, -5.60, 2.32], [-3.30, -2.82, 2.46], [-3.61, -3.47, 0.86], [-2.35, -2.26, 1.10], [4.97, -0.80, 0.33], [6.76, 0.92, 0.16], [6.17, 3.28, -0.24], [3.79, 3.94, -0.47], [2.03, 2.23, -0.32], [2.25, -4.30, -0.60], [2.46, -5.41, -2.79], [0.83, -4.90, -4.59], [-1.01, -3.32, -4.17], [-1.89, -1.48, -2.88], [-1.44, -1.22, -1.19], [-2.51, -2.55, -1.63], [2.30, -4.05, 1.76], [2.38, -5.77, 1.36], [2.35, -5.26, 3.04], [0.54, -7.17, 2.77], [-0.01, 4.21, 0.08], [-1.02, 5.13, 0.42], [-1.57, 6.02, -0.54], [-2.53, 6.94, -0.19], [-2.99, 7.01, 1.12], [-2.48, 6.14, 2.09], [-1.52, 5.22, 1.75], [0.53, 3.69, 0.86], [0.41, 4.23, -0.92], [-1.20, 5.97, -1.56], [-2.92, 7.63, -0.93], [-3.74, 7.75, 1.40], [-2.84, 6.20, 3.11], [-1.12, 4.54, 2.50]], "mulliken_spin": [1.424, 0.005, -0.015, 0.041, -0.003, -0.035, 0.012, 0.235, 0.025, 0.001, -0.004, 0.005, -0.021, 0.082, 0.000, 0.001, 0.000, 0.001, -0.002, 0.000, 0.000, 0.000, 0.000, 0.015, -0.001, 0.018, -0.001, 0.024, 0.074, 0.001, 0.001, 0.000, 0.000, 0.001, 0.000, 0.002, -0.007, 0.028, -0.001, 0.030, 0.188, 0.964, 0.593, 0.062, 0.192, 0.018, 0.016, -0.001, 0.004, 0.002, 0.044, 0.174, -0.093, 0.002, 0.000, -0.003, -0.111, 0.001, -0.040, 0.059, 0.025, 0.000, 0.000, 0.000, 0.005, -0.002, -0.002, 0.019, 0.000, 0.000, 0.000, -0.001, -0.038, -0.003, 0.000, 0.000, 0.001, 0.007, 0.031, 0.001, -0.016, -0.001, -0.001, 0.006, 0.474, 0.006, 0.184, -0.092, 0.197, -0.089, 0.173, 0.069, 0.011, 0.004, -0.002, 0.011, -0.002, 0.017], "spin_multiplicity": 6, "homo_lumo_gap_ev": [6.008, 6.298], "total_charge": 2, "lumo_ev": [-5.55, -6.76]}